1.
Density functional theory data (ωB97M-V with the def2-TZVPD basis set) for 40 unconnected molecules or ions with the total composition H80O40 in a non-equilibrium geometry.

Output
F_max ... 7.428 eV/A
Energy above the lowest of the compared OMol25 structures with the same formula, charge and spin ... 14.269 eV
Gap between HOMO and LUMO ... 8.8 eV

Last column: Löwdin charge in e.
Positions of all 120 atoms, in Å:
O1 -1.701 1.603 1.436  -0.031
O2 1.302 -2.005 5.014  -0.059
O3 -0.363 -2.812 -0.045  -0.045
O4 -2.086 -0.788 0.364  -0.047
O5 -3.202 -0.958 -6.189  -0.070
O6 1.956 4.073 1.740  -0.074
O7 4.905 1.115 -0.578  -0.007
O8 0.238 1.929 -0.743  -0.119
O9 -0.420 -0.724 -1.315  -0.070
O10 3.408 0.903 -2.938  -0.006
O11 -0.160 0.337 6.988  -0.038
O12 -1.808 -1.812 -4.121  -0.089
O13 1.292 -1.506 -5.577  -0.057
O14 -6.050 0.286 0.039  -0.064
O15 2.157 -2.494 -2.629  -0.085
O16 0.001 0.366 3.077  -0.059
O17 4.542 4.102 1.816  -0.028
O18 0.190 -4.325 -3.348  0.052
O19 0.520 1.647 -5.422  -0.034
O20 2.358 -0.607 2.215  -0.059
O21 4.267 3.861 -0.952  0.006
O22 4.682 -1.842 -3.951  -0.012
O23 1.506 0.992 5.116  -0.098
O24 -3.531 -3.219 1.433  -0.082
O25 -0.719 3.714 2.988  -0.042
O26 -3.476 -2.271 -1.555  -0.065
O27 -2.175 -5.653 1.714  -0.013
O28 -3.794 2.182 -3.713  -0.130
O29 1.680 6.308 0.296  -0.022
O30 3.160 -4.401 -0.228  -0.037
O31 2.473 2.240 0.264  -0.122
O32 -1.346 3.786 -4.215  -0.078
O33 0.731 4.247 -2.548  -0.091
O34 -4.842 3.055 0.147  -0.059
O35 -3.644 1.263 3.165  -0.015
O36 4.346 -3.495 2.630  -0.052
O37 -2.778 -1.833 3.566  -0.072
O38 -0.756 -3.145 3.108  -0.100
O39 -1.513 2.059 5.311  -0.090
O40 -1.556 -5.825 -1.135  -0.050
H1 -0.841 -3.243 2.093  0.055
H2 0.003 2.904 -0.886  0.087
H3 3.379 3.968 -0.905  -0.030
H4 0.437 -4.143 -2.495  -0.024
H5 -1.869 -1.723 0.524  0.030
H6 -2.394 -0.396 1.134  0.010
H7 2.561 -4.269 -0.976  0.014
H8 -3.294 -1.504 4.376  0.113
H9 0.001 0.126 -0.975  0.062
H10 4.964 -1.697 -3.064  0.037
H11 -3.664 -0.529 -5.514  -0.030
H12 4.222 0.397 -3.133  0.050
H13 -3.649 1.852 2.384  0.044
H14 0.616 0.214 2.389  -0.031
H15 5.006 4.846 1.370  0.094
H16 2.840 0.194 -2.792  0.005
H17 -1.187 4.164 3.698  0.052
H18 4.335 -3.342 3.550  0.006
H19 -1.817 1.776 4.460  -0.022
H20 -5.438 1.072 -0.075  0.015
H21 0.865 6.604 -0.028  0.009
H22 3.168 2.934 0.116  0.008
H23 -1.818 -5.583 2.542  -0.002
H24 -2.459 -5.901 -1.330  0.013
H25 2.875 4.087 1.444  -0.026
H26 0.241 -3.027 3.106  0.069
H27 2.960 -4.155 0.647  -0.022
H28 -0.495 1.099 6.593  -0.051
H29 -1.848 -1.785 3.611  -0.027
H30 1.218 -1.235 5.600  0.015
H31 -1.982 -1.899 -3.110  0.057
H32 -5.545 2.544 0.579  0.026
H33 1.305 3.627 1.232  -0.003
H34 1.189 1.851 -1.088  0.058
H35 1.748 -0.539 1.345  0.116
H36 5.195 3.411 1.724  0.057
H37 -2.093 3.332 -3.788  0.023
H38 -5.994 -0.134 -0.822  0.030
H39 4.256 -4.446 2.348  0.064
H40 0.179 3.503 3.296  0.043
H41 -3.265 0.470 3.015  -0.067
H42 -0.138 2.060 -4.970  -0.078
H43 -4.482 2.537 -2.995  0.117
H44 4.512 -1.028 -4.411  0.029
H45 4.436 1.127 -1.359  -0.063
H46 -3.565 -4.229 1.411  0.064
H47 -1.205 3.564 -5.180  0.088
H48 1.231 -2.310 -2.645  -0.017
H49 2.740 0.261 2.186  0.015
H50 -3.646 -3.072 -0.996  0.060
H51 5.400 1.928 -0.477  0.045
H52 -1.363 1.096 0.768  -0.029
H53 2.525 -2.287 -3.580  0.071
H54 0.531 -1.121 -6.008  0.030
H55 -1.098 -6.415 -1.827  0.099
H56 1.224 0.878 4.195  -0.029
H57 4.285 3.142 -1.615  0.068
H58 1.716 -2.788 5.428  0.056
H59 3.216 1.633 0.545  0.071
H60 0.069 4.577 -3.129  -0.013
H61 0.854 -4.852 -3.552  -0.023
H62 0.387 -2.779 0.404  -0.050
H63 -5.562 3.693 -0.024  0.066
H64 -1.322 -0.424 -1.488  0.059
H65 -3.509 1.214 -3.571  0.079
H66 -1.183 2.410 1.414  0.039
H67 1.737 5.464 -0.137  -0.012
H68 -1.170 -2.526 -4.156  0.005
H69 -3.269 -1.736 -5.575  0.042
H70 -2.297 2.768 5.484  0.145
H71 -1.654 -5.858 0.933  0.022
H72 -3.325 -1.914 -0.680  -0.019
H73 -0.289 -0.363 6.376  -0.009
H74 -0.656 -2.013 -0.636  0.016
H75 1.281 3.393 -2.797  0.102
H76 1.459 2.000 5.099  0.077
H77 0.750 0.866 -4.796  0.078
H78 1.112 -2.449 -5.788  0.064
H79 -0.578 1.084 2.628  0.050
H80 -2.857 -3.310 2.099  -0.029

=====

2.
Density functional theory data (ωB97M-V with the def2-TZVPD basis set) for 3 unconnected molecules or ions with the total composition C5H17NO2 in a non-equilibrium geometry.

Output
2S+1 ... 2
Charge ... -1
F_max ... 2.369 eV/A
Energy above the lowest of the compared OMol25 structures with the same formula, charge and spin ... 0.901 eV
Gap between HOMO and LUMO (alpha / beta) ... 2.6 / 9.3 eV

Last column: Löwdin charge in e.
Positions of all 25 atoms, in Å:
O1 0.308 -5.343 -3.523  -0.182
O2 2.550 -3.033 1.599  -0.263
N1 -0.585 -1.324 -0.105  -0.045
C1 -1.479 -0.171 -0.377  -0.344
C2 -1.271 1.095 0.397  -0.234
C3 -0.390 3.375 -0.117  -0.103
C4 0.969 1.803 1.310  -0.130
C5 -0.024 1.911 0.125  -0.443
H1 0.875 0.839 1.811  0.037
H2 0.911 2.689 1.951  0.066
H3 -1.000 3.700 0.728  0.078
H4 2.274 -2.345 0.968  -0.055
H5 0.314 -0.943 0.194  -0.012
H6 0.730 -5.313 -2.652  0.004
H7 -0.908 -1.776 0.750  -0.010
H8 1.749 -3.570 1.705  -0.053
H9 -0.928 3.456 -1.028  0.054
H10 -2.487 -0.585 -0.434  0.094
H11 -2.143 1.704 0.315  0.086
H12 2.011 1.724 0.974  0.052
H13 -1.269 -0.005 -1.443  0.090
H14 0.564 1.529 -0.714  0.116
H15 0.462 4.052 -0.268  0.075
H16 -1.362 0.930 1.476  0.108
H17 0.131 -4.398 -3.643  0.013

=====

3.
Density functional theory data (ωB97M-V with the def2-TZVPD basis set) for a single C5H9N molecule in a non-equilibrium geometry.

Output
F_max ... 1.734 eV/A
Energy above the lowest of the compared OMol25 structures with the same formula, charge and spin ... 3.728 eV
Gap between HOMO and LUMO ... 7.5 eV
SMILES string ... C=C/C=C\CN

Last column: Löwdin charge in e.
Positions of all 15 atoms, in Å:
N1 -2.133 -1.557 1.286  -0.022
C1 1.157 1.243 -0.412  -0.201
C2 -1.465 -0.513 0.494  -0.279
C3 0.798 -0.129 -0.673  -0.145
C4 1.914 1.905 -1.317  0.000
C5 -0.030 -0.843 0.166  -0.092
H1 2.608 1.406 -1.981  0.054
H2 -1.583 -2.402 1.381  0.051
H3 -2.004 -0.518 -0.455  0.109
H4 -2.265 -1.177 2.215  0.057
H5 1.043 1.535 0.629  0.108
H6 1.193 -0.628 -1.559  0.107
H7 1.986 2.988 -1.318  0.044
H8 0.318 -1.787 0.588  0.093
H9 -1.538 0.477 0.955  0.115

=====

4.
Density functional theory data (ωB97M-V with the def2-TZVPD basis set) for a molecular structure, FeH12O6 in a non-equilibrium geometry.

Output
2S+1 ... 5
Charge ... +2
F_max ... 1.147 eV/A
Energy above the lowest of the compared OMol25 structures with the same formula, charge and spin ... 0.679 eV
Gap between HOMO and LUMO (alpha / beta) ... 11.8 / 10.2 eV

Last column: Löwdin charge in e.
Positions of all 19 atoms, in Å:
Fe1 0.085 -0.049 -0.189  0.815
O1 -0.150 -2.009 0.432  -0.010
O2 1.262 -0.024 -1.874  -0.003
O3 1.791 -0.044 0.901  -0.012
O4 -1.702 -0.341 -1.299  -0.004
O5 -1.391 0.315 1.605  -0.015
O6 -0.003 2.007 0.076  -0.015
H1 2.376 0.652 1.200  0.114
H2 1.255 -0.205 -2.814  0.116
H3 -2.042 -1.204 -1.535  0.102
H4 -1.866 1.146 1.605  0.079
H5 2.149 0.290 -1.697  0.099
H6 -0.069 -2.750 -0.168  0.111
H7 -1.265 0.111 2.532  0.097
H8 -1.906 0.212 -2.053  0.104
H9 -0.346 -2.406 1.280  0.111
H10 -0.829 2.385 0.379  0.091
H11 2.017 -0.798 1.446  0.106
H12 0.635 2.714 0.175  0.113

=====

5.
Density functional theory data (ωB97M-V with the def2-TZVPD basis set) for a single C3H6N2O molecule.

Output
F_max ... 0.735 eV/A
Energy above the lowest of the compared OMol25 structures with the same formula, charge and spin ... 2.912 eV
Gap between HOMO and LUMO ... 8.8 eV

Last column: Löwdin charge in e.
Positions of all 12 atoms, in Å:
O1 -3.212 0.558 -0.431  -0.001
N1 -0.955 0.842 -1.133  0.032
N2 0.291 -0.024 0.511  -0.090
C1 0.227 0.385 -0.727  -0.218
C2 1.438 -0.708 1.053  -0.094
C3 -2.091 0.337 -0.102  -0.237
H1 -1.116 1.044 -2.111  0.115
H2 -0.905 -0.080 0.744  0.115
H3 1.759 -0.234 1.986  0.079
H4 1.197 -1.755 1.265  0.083
H5 2.277 -0.685 0.345  0.078
H6 1.090 0.319 -1.400  0.138

=====

6.
Density functional theory data (ωB97M-V with the def2-TZVPD basis set) for a molecular structure, C9H11AlF13N3 in a non-equilibrium geometry.

Output
F_max ... 5.512 eV/A
Gap between HOMO and LUMO ... 6.3 eV

Last column: Löwdin charge in e.
Positions of all 37 atoms, in Å:
Al1 -1.961 4.261 3.394  0.127
F1 3.371 -2.308 1.791  0.070
F2 -0.452 4.260 4.379  -0.271
F3 -1.606 3.614 1.752  -0.268
F4 1.104 -4.375 1.155  0.036
F5 1.738 -1.480 -1.399  0.011
F6 -2.585 5.945 3.255  -0.269
F7 3.860 -0.877 -0.168  0.022
F8 2.349 -3.780 -1.350  0.026
F9 -0.359 -3.416 -0.467  0.006
F10 -3.199 3.226 4.193  -0.271
F11 4.513 -3.175 -0.117  0.033
F12 -1.307 -2.275 1.614  -0.006
F13 0.668 -2.434 2.923  -0.011
N1 -1.054 -0.260 -1.608  0.053
N2 -1.301 1.834 -2.849  0.023
N3 -1.038 -0.432 -4.187  0.185
C1 -0.328 0.859 -0.886  -0.299
C2 -0.760 2.321 -1.488  -0.099
C3 0.562 -0.449 1.387  -0.052
C4 -0.587 0.498 0.691  -0.110
C5 3.413 -2.233 0.316  -0.124
C6 2.021 -2.606 -0.456  -0.085
C7 -1.111 0.316 -3.039  -0.107
C8 0.182 -2.022 1.552  -0.169
C9 0.774 -3.068 0.471  -0.096
H1 -1.686 0.116 0.805  0.133
H2 -0.232 -0.287 -4.856  0.169
H3 0.864 0.881 -0.930  0.154
H4 -2.346 1.830 -2.672  0.152
H5 -1.529 2.739 -0.710  0.138
H6 -2.055 -0.419 -1.306  0.155
H7 -1.784 -1.174 -4.323  0.169
H8 0.688 -0.023 2.496  0.169
H9 0.147 3.062 -1.491  0.151
H10 1.573 -0.207 0.852  0.118
H11 -0.546 1.538 1.277  0.135

=====

Number 1: total energy -83191.5464 eV. Number 2: total energy -11044.3429 eV. Number 3: total energy -6817.2672 eV. Number 4: total energy -46852.7677 eV. Number 5: total energy -8233.7868 eV. Number 6: total energy -55903.3591 eV.